No. 1
The following is a quantum chemistry calculation of C14H26BF6O12SZr as an isolated structure at a distorted geometry, from the OMol25 dataset.

Cartesian coordinates (Å):
C (5.21946, 17.86815, -14.10673)
H (6.36459, 16.22764, -14.02171)
H (2.51036, 8.76445, -17.11282)
C (3.94203, 13.50144, -20.53553)
C (1.28482, 16.12968, -15.48299)
H (8.34288, 12.26233, -19.39402)
O (5.05370, 16.77338, -17.59960)
C (6.16782, 17.10536, -17.22843)
H (4.79431, 10.21128, -17.27585)
H (5.09611, 15.85634, -15.06129)
O (1.76871, 11.22230, -16.27640)
O (7.72417, 14.64871, -17.28842)
H (8.71751, 14.72490, -19.01910)
H (1.89945, 15.83170, -14.63355)
H (6.98693, 12.19716, -18.18519)
B (4.37387, 13.93203, -16.47661)
C (2.30065, 10.76985, -15.27738)
C (5.79885, 16.66135, -14.84630)
H (0.68172, 16.88285, -14.97592)
O (6.57860, 17.08614, -15.91571)
H (3.96352, 11.58633, -19.27537)
H (2.91050, 11.50474, -20.68407)
H (3.70250, 14.41871, -15.78622)
C (7.23421, 17.69083, -18.14002)
O (2.82183, 9.46122, -15.19822)
H (4.58264, 17.42354, -13.34196)
O (1.34777, 14.00798, -16.94556)
F (6.85667, 18.86338, -18.57913)
C (7.82821, 14.21368, -18.65045)
O (4.23669, 14.55968, -19.60150)
H (4.96796, 14.63349, -17.04163)
F (7.28885, 16.93792, -19.24238)
H (4.96284, 13.17731, -15.97887)
H (4.60775, 18.63165, -14.58733)
F (3.31613, 11.04429, -13.09153)
H (6.82260, 14.46106, -18.99051)
O (2.21684, 16.69570, -16.46310)
S (8.89286, 13.78404, -16.41692)
C (3.30276, 12.17082, -19.91558)
H (0.22871, 14.27667, -15.25663)
F (2.76818, 12.90119, -14.28313)
C (3.31724, 8.81015, -16.38141)
O (2.18528, 12.31469, -19.09983)
F (8.45605, 17.79509, -17.59956)
O (8.35462, 13.51752, -15.11692)
Zr (3.13687, 15.22201, -17.80238)
H (5.39492, 9.11248, -16.06152)
C (4.68803, 9.19866, -16.88674)
H (6.02175, 18.33006, -13.53134)
H (3.77534, 13.43052, -17.22126)
H (-0.41068, 15.22889, -16.63227)
H (3.39478, 7.82512, -15.92119)
C (0.48887, 14.90182, -16.11080)
O (8.89872, 12.50411, -17.44770)
F (1.21670, 11.68411, -13.53316)
H (3.30427, 13.84983, -21.34793)
O (10.23469, 14.28847, -16.49682)
C (7.94947, 12.63564, -18.44852)
H (4.88149, 13.18997, -20.99216)
H (5.07199, 8.53873, -17.66466)
C (2.50218, 11.62795, -13.95546)

net charge	-1

Atomic partial charges in e from the natural (NBO) method, atoms 1 to 8:
1 C -0.633
2 H 0.202
3 H 0.203
4 C -0.080
5 C -0.080
6 H 0.198
7 O -0.581
8 C 0.764

---

No. 2
The following is a quantum chemistry calculation of a 5-piece molecular cluster, C21H26O11 overall at a distorted geometry, from the OMol25 dataset.

Cartesian coordinates (Å):
O (-1.63867, -0.48816, -0.74243)
H (5.41733, 2.47884, -2.85343)
H (4.31033, 2.56684, -3.97443)
H (2.12133, -2.33016, -3.25443)
H (-2.66667, -1.63716, 1.38257)
C (-4.62367, -0.46116, 0.04557)
O (-3.32667, -2.32216, 1.48857)
O (-5.11467, -4.16116, 0.53157)
O (3.22933, 0.38884, -1.17343)
H (5.45433, 3.87084, -3.89343)
C (-0.39567, 0.05684, 1.21257)
O (-1.52867, -0.26116, 2.10357)
H (5.44833, -1.56316, -4.82943)
C (-0.45967, -0.21916, -0.21843)
C (-5.35167, -2.98416, 0.42457)
C (4.41733, 4.40484, -1.01843)
C (1.95033, 0.40384, -0.45143)
H (-3.73567, 0.37384, 6.42457)
H (-3.18467, 1.70884, 5.86857)
O (2.80233, 4.44284, -2.64743)
H (3.58233, -1.28816, -3.18143)
H (4.29933, -2.06816, -6.28643)
C (-6.55567, -2.53016, -0.25243)
H (-1.45267, -1.88116, 6.54257)
C (2.88933, -1.91416, -3.82843)
H (-1.17967, 0.13284, 2.84757)
O (3.60033, -4.06716, -4.30343)
H (-2.50767, 1.19984, 7.32557)
C (0.86433, 0.69384, 1.78357)
H (-0.93867, -0.77416, 7.61457)
H (5.45033, 4.90984, -1.15743)
C (-5.75267, -0.19316, -0.60043)
H (-3.83567, 0.20484, 0.25157)
C (-4.31167, -1.97616, 0.68657)
H (3.76933, 0.90384, -0.55343)
H (0.79933, 0.98984, 2.80357)
O (-1.29067, 0.62084, 4.63657)
C (-6.81267, -1.15416, -0.75043)
C (3.93433, 4.08784, -2.33143)
H (0.94633, -0.30516, -2.20243)
C (0.66333, -0.06416, -0.99143)
H (0.01733, -1.00116, 6.07757)
C (-1.67667, 0.37484, 5.77057)
C (2.06933, 0.74084, 1.00357)
H (3.74033, 5.12584, -0.45543)
C (-2.83667, 0.98584, 6.42057)
H (4.27033, 3.51484, -0.57943)
O (3.14233, 1.01184, 1.46457)
C (-0.95967, -0.78316, 6.46357)
C (3.75833, -2.92016, -4.49043)
O (-7.86767, -0.85616, -1.52643)
H (-7.62667, -0.02816, -1.82843)
H (5.65633, -3.05716, -5.67443)
O (-5.87167, 0.92484, -1.29143)
C (4.83033, -2.38416, -5.37043)
H (-7.25067, -3.25616, -0.35843)
C (4.88033, 3.26084, -3.25343)
H (2.43933, -1.45016, -4.85043)

net charge	0
SMILES string	O=C1C=C(O)C(=O)C=C1O.O=C1C=C(O)C(=O)C=C1O.CC(C)=O.CC(C)=O.CC(C)=O

Atomic partial charges in e from the natural (NBO) method, atoms 1 to 8:
1 O -0.514
2 H 0.223
3 H 0.237
4 H 0.229
5 H 0.523
6 C -0.370
7 O -0.589
8 O -0.477

---

Number 1: frontier orbital gap 5.05 eV, HOMO energy -2.99 eV. Number 2: frontier orbital gap 5.40 eV, HOMO energy -8.28 eV.